[1]
The following is a quantum chemistry calculation of a gas-phase ion, C5H11NO (charge +1) at a distorted geometry, from the Open Molecules 2025 dataset.

```
18
Properties=species:S:1:pos:R:3:mulliken_spin:R:1
C -1.909 0.499 1.426 0.004
C -1.847 -0.194 0.021 -0.001
C -0.475 -0.803 -0.245 0.005
C 0.618 0.269 -0.298 0.042
C 1.894 -0.230 -0.939 -0.003
N 3.079 0.154 -0.549 0.039
O 1.807 -0.955 -1.966 0.897
H -1.488 -0.119 2.215 -0.001
H -1.531 1.513 1.339 0.000
H -2.966 0.635 1.624 0.000
H -2.106 0.566 -0.718 0.000
H -2.610 -0.962 0.100 0.000
H -0.496 -1.414 -1.147 0.002
H -0.300 -1.481 0.597 0.004
H 0.902 0.672 0.676 0.013
H 0.267 1.044 -0.987 -0.002
H 3.802 -0.091 -1.220 0.002
H 3.360 0.897 0.074 0.000
```

Results
HOMO (alpha / beta) ... -15.2 / -15.2 eV
Kohn-Sham gap (alpha / beta) ... 10.96 / 6.16 eV
2S+1 ... 2
Lowest unoccupied orbital energy (alpha / beta) ... -4.247 / -9.037 eV
⟨S²⟩ ... 0.755
Charge ... +1
ΔE to the lowest compared entry with this formula, charge and spin ... 1.346 eV



[2]
The following is a quantum chemistry calculation of a molecular structure, C18H11BaN4O5Se2, from the Open Molecules 2025 dataset.

```
41
Properties=species:S:1:pos:R:3:nbo_charge:R:1
Ba 1.220 1.000 -0.038 1.828
O -4.264 0.902 4.080 -0.665
C -3.160 1.009 3.289 0.340
C -3.134 1.834 2.171 -0.334
C -1.968 1.885 1.424 0.122
N -0.895 1.174 1.748 -0.537
C -0.924 0.365 2.805 0.117
C -2.044 0.247 3.610 -0.295
C 0.323 -0.511 3.051 0.747
O 0.292 -1.258 4.024 -0.685
O 1.236 -0.368 2.178 -0.867
C -1.907 2.690 0.114 0.750
O -2.937 3.274 -0.228 -0.710
O -0.801 2.612 -0.498 -0.859
H -4.942 1.494 3.738 0.476
H -3.982 2.428 1.851 0.237
H -2.023 -0.430 4.452 0.253
Se 1.579 -2.291 -3.577 0.175
Se 1.029 -0.090 -3.930 0.196
C -0.608 0.001 -2.901 0.033
C -1.620 0.844 -3.340 -0.265
C -2.755 0.955 -2.556 -0.119
C -2.849 0.199 -1.397 -0.250
C -1.781 -0.603 -1.047 0.036
N -0.664 -0.697 -1.779 -0.518
C 2.787 -2.192 -2.067 0.067
C 3.422 -3.383 -1.723 -0.285
C 4.326 -3.356 -0.676 -0.147
C 4.585 -2.151 -0.037 -0.256
C 3.908 -1.026 -0.464 0.045
N 2.999 -1.049 -1.452 -0.510
H -1.508 1.408 -4.256 0.226
H -3.545 1.641 -2.827 0.232
H -3.709 0.278 -0.748 0.234
H -1.784 -1.174 -0.125 0.210
H 3.214 -4.299 -2.261 0.218
H 4.830 -4.264 -0.371 0.215
H 5.291 -2.077 0.777 0.229
H 4.102 -0.054 -0.022 0.238
N 4.866 2.681 -0.650 -0.609
C 3.795 2.351 -0.340 -0.313
```

Results
HOMO ... -6.4 eV
Kohn-Sham gap ... 8.31 eV
Lowest unoccupied orbital energy ... 1.886 eV
Charge ... -1
ΔE to the lowest compared entry with this formula, charge and spin ... 0.198 eV



[3]
The following is a quantum chemistry calculation of a molecular structure, B6CuF24 at a distorted geometry, from the Open Molecules 2025 dataset.

```
31
Properties=species:S:1:pos:R:3:mulliken_spin:R:1
Cu -0.045 -0.332 0.097 0.543
B 2.703 2.331 -2.964 0.000
F 3.983 2.165 -2.443 0.000
F 2.721 1.826 -4.209 0.002
F 1.785 1.615 -2.222 0.010
F 2.333 3.641 -3.004 0.001
B -3.415 -2.739 1.841 0.000
F -4.603 -3.150 1.267 0.000
F -2.638 -2.098 0.861 0.000
F -3.552 -1.891 2.903 0.000
F -2.699 -3.752 2.305 0.000
B -2.703 3.421 -0.199 -0.002
F -3.679 2.689 0.389 0.014
F -1.622 2.486 -0.391 0.078
F -3.014 4.033 -1.370 0.002
F -2.292 4.351 0.742 0.006
B 2.803 -2.410 1.462 -0.002
F 3.500 -1.975 2.568 0.000
F 2.947 -1.486 0.476 0.000
F 3.374 -3.692 1.001 0.000
F 1.413 -2.501 1.650 0.006
B 0.889 1.773 3.084 -0.013
F 1.628 1.717 1.971 0.126
F -0.096 0.831 3.052 0.024
F 1.826 1.395 4.078 0.098
F 0.481 2.999 3.424 0.000
B -0.429 -2.303 -3.306 -0.005
F 0.402 -2.672 -2.306 0.038
F -1.315 -3.246 -3.651 0.001
F -1.065 -1.260 -2.791 0.058
F 0.379 -1.766 -4.316 0.015
```

Results
HOMO (alpha / beta) ... -1.8 / -1.8 eV
Kohn-Sham gap (alpha / beta) ... 8.32 / 3.20 eV
2S+1 ... 2
Lowest unoccupied orbital energy (alpha / beta) ... 6.481 / 1.390 eV
⟨S²⟩ ... 0.753
Charge ... -4
ΔE to the lowest compared entry with this formula, charge and spin ... 5.421 eV



[4]
The following is a quantum chemistry calculation of a molecular structure, C4H4ErLiO5 at a distorted geometry, from the Open Molecules 2025 dataset.

```
15
Properties=species:S:1:pos:R:3:mulliken_spin:R:1
O 4.376 1.463 1.727 0.052
C 4.680 0.283 1.874 0.756
O 3.905 -0.689 1.685 0.066
Li 3.847 -2.507 2.102 0.012
Er 2.230 1.009 1.091 3.017
C 0.098 0.438 -0.366 0.086
C -1.013 1.150 -0.292 0.005
H 0.224 -0.361 -1.106 0.000
H -1.102 2.231 -0.179 0.003
O -3.950 -0.775 -0.478 0.001
C -2.813 -0.305 -0.829 0.000
O -2.325 -0.649 -1.957 -0.001
O -2.343 0.605 -0.078 0.002
H -4.488 -1.069 -1.232 0.000
H -1.327 -0.824 -1.963 0.000
```

Results
HOMO (alpha / beta) ... -20.1 / -19.9 eV
Kohn-Sham gap (alpha / beta) ... 6.93 / 5.75 eV
2S+1 ... 5
Lowest unoccupied orbital energy (alpha / beta) ... -13.174 / -14.160 eV
⟨S²⟩ ... 6.008
Charge ... +3
ΔE to the lowest compared entry with this formula, charge and spin ... 0.000 eV



[5]
The following is a quantum chemistry calculation of a molecular structure, C27H32CrN4O2, from the Open Molecules 2025 dataset.

```
66
Properties=species:S:1:pos:R:3:mulliken_spin:R:1
Cr 0.387 -0.175 -0.707 1.030
C -0.419 -1.025 -3.593 0.001
N 0.833 -0.856 -2.809 -0.010
C 1.622 0.129 -3.601 0.000
C 2.783 0.809 -2.895 0.008
C 2.350 1.824 -1.838 -0.001
N 1.968 1.125 -0.611 -0.025
C 2.747 1.243 0.404 0.003
C 2.689 0.444 1.595 -0.002
C 3.451 0.825 2.713 0.003
C 3.515 0.029 3.829 -0.004
C 2.842 -1.201 3.823 0.002
C 2.115 -1.610 2.728 -0.009
C 2.010 -0.789 1.596 0.000
O 1.313 -1.213 0.556 -0.001
C 1.531 -2.177 -2.806 0.007
C 1.256 -3.068 -1.596 0.008
C -0.187 -3.180 -1.114 -0.003
N -0.811 -1.874 -0.813 -0.027
C -2.083 -1.843 -0.717 0.006
C -2.878 -0.634 -0.643 0.007
C -4.229 -0.725 -0.281 -0.005
C -5.040 0.387 -0.277 0.008
C -4.506 1.613 -0.679 -0.003
C -3.185 1.724 -1.064 0.011
C -2.344 0.608 -1.045 -0.011
O -1.076 0.731 -1.419 0.038
H -0.158 -1.276 -4.626 -0.001
H -0.996 -0.107 -3.573 0.000
H -1.025 -1.826 -3.188 0.001
H 0.923 0.904 -3.922 -0.001
H 1.976 -0.371 -4.509 0.000
H 3.353 1.336 -3.663 0.000
H 3.465 0.084 -2.443 -0.001
H 1.496 2.398 -2.205 -0.001
H 3.163 2.523 -1.629 0.000
H 3.561 1.970 0.349 -0.001
H 3.989 1.766 2.682 0.000
H 4.090 0.334 4.691 0.000
H 2.901 -1.845 4.691 0.000
H 1.606 -2.565 2.716 0.000
H 2.606 -1.996 -2.851 -0.002
H 1.260 -2.692 -3.734 -0.001
H 1.872 -2.743 -0.764 0.002
H 1.590 -4.075 -1.855 0.001
H -0.197 -3.793 -0.211 -0.001
H -0.797 -3.694 -1.863 -0.001
H -2.640 -2.784 -0.754 0.000
H -4.630 -1.692 0.001 0.000
H -6.078 0.309 0.014 0.000
H -5.137 2.492 -0.697 0.000
H -2.772 2.672 -1.386 0.000
C -2.336 2.526 4.441 0.000
C -1.667 1.901 3.253 0.001
C -1.169 2.667 2.205 -0.002
C -0.552 2.047 1.137 0.002
N -0.398 0.725 1.059 -0.027
C -0.876 -0.021 2.060 0.007
C -1.510 0.522 3.158 0.000
H -2.540 3.581 4.275 0.000
H -1.697 2.438 5.322 0.000
H -3.274 2.020 4.668 0.000
H -1.266 3.744 2.213 0.000
H -0.181 2.622 0.298 0.000
H -0.727 -1.089 1.967 -0.003
H -1.880 -0.133 3.936 0.000
```

Results
HOMO (alpha / beta) ... -10.8 / -11.0 eV
Kohn-Sham gap (alpha / beta) ... 7.89 / 8.40 eV
2S+1 ... 2
Lowest unoccupied orbital energy (alpha / beta) ... -2.914 / -2.560 eV
⟨S²⟩ ... 0.759
Charge ... +1



[6]
The following is a quantum chemistry calculation of 6 unconnected molecules or ions with the total composition C7H22O6 at a distorted geometry, from the Open Molecules 2025 dataset.

```
35
Properties=species:S:1:pos:R:3:nbo_charge:R:1
C 2.000 1.755 -1.253 -0.649
C 0.727 0.957 -0.945 -0.181
C -0.003 1.176 0.151 -0.029
C 0.220 2.159 1.154 -0.718
C -1.176 0.180 0.497 -0.439
C -1.196 -1.151 -0.454 -0.544
C -1.534 -2.209 0.474 0.416
O -2.587 -2.798 0.527 -0.517
H 2.283 1.758 -2.323 0.230
H 1.765 2.758 -0.899 0.221
H 2.787 1.286 -0.672 0.219
H 0.482 0.219 -1.719 0.184
H 0.654 1.710 2.054 0.235
H 0.911 3.022 0.991 0.235
H -0.476 2.800 1.671 0.261
H -1.168 -0.174 1.518 0.235
H -2.215 0.484 0.440 0.234
H -0.221 -0.998 -0.964 0.227
H -1.881 -0.920 -1.282 0.247
H -0.827 -2.387 1.313 0.105
O 0.779 -3.800 1.228 -0.944
H 1.114 -2.903 1.292 0.475
H -0.150 -3.915 1.391 0.482
O -2.955 3.023 0.383 -0.932
H -2.179 2.462 0.493 0.466
H -3.158 2.980 -0.560 0.467
O 1.196 -0.726 2.477 -0.926
H 1.869 -0.081 2.744 0.471
H 1.245 -0.477 1.538 0.460
O -1.883 0.375 -3.267 -0.909
H -2.242 0.899 -2.532 0.460
H -0.980 0.260 -2.957 0.457
O 3.096 -2.782 -1.163 -0.915
H 2.280 -2.262 -1.086 0.455
H 3.423 -2.681 -0.259 0.463
```

Results
HOMO ... -10.2 eV
Kohn-Sham gap ... 9.99 eV
Lowest unoccupied orbital energy ... -0.161 eV
SMILES string ... C/C=C(\C)CCC=O.O.O.O.O.O
ΔE to the lowest compared entry with this formula, charge and spin ... 3.238 eV